1.
{
  "formula": "C18H20BClF8INO5",
  "method": "ωB97M-V with the def2-TZVPD basis set",
  "species": ["C", "C", "C", "C", "C", "C", "C", "N", "F", "C", "F", "C", "I", "C", "O", "C", "F", "F", "C", "F", "F", "C", "F", "F", "C", "O", "O", "C", "C", "C", "B", "O", "O", "C", "H", "H", "H", "H", "H", "H", "H", "H", "H", "H", "H", "H", "H", "H", "H", "H", "H", "H", "H", "H", "Cl"],
  "xyz": [[1.9312, -2.1616, 3.3277], [2.5745, -1.6575, 2.1452], [1.8026, -1.4847, 0.7251], [1.8172, 0.0150, 0.1736], [3.2463, 0.0880, -0.5663], [3.3170, -0.6749, -1.9740], [3.8926, -1.9597, -2.2021], [1.7928, 1.0261, 1.3130], [2.7894, 1.3931, 2.1534], [0.6751, 1.7141, 1.5737], [0.4976, 2.6518, 2.5764], [-0.4630, 1.3053, 0.4812], [-1.4304, 3.1480, -0.2720], [-1.4289, 0.4243, 1.3878], [-0.8595, -0.4461, 2.1395], [-2.9965, 0.5566, 1.5445], [-3.3495, 1.8825, 2.1334], [-3.4322, -0.3936, 2.5294], [-3.8619, 0.3602, 0.2229], [-4.7264, 1.5122, 0.1232], [-3.1276, 0.3321, -0.9891], [-4.8417, -0.9082, 0.2156], [-5.8982, -0.8126, 1.1765], [-5.5171, -0.8657, -1.0545], [-4.0972, -2.3325, 0.2466], [-3.7601, -2.8288, -0.8428], [-3.8042, -3.0505, 1.4461], [0.5122, 0.5829, -0.6127], [-0.1550, -0.3191, -1.7557], [-0.8033, -1.7012, -1.2759], [1.0101, 1.8926, -1.5068], [0.6282, 2.0876, -2.9061], [1.9192, 2.9023, -1.0030], [1.8391, 4.1421, -1.7502], [1.4641, -3.1963, 3.2664], [1.8459, -1.5505, 4.2989], [3.6746, -1.3103, 2.1812], [0.7685, -1.9273, 0.9094], [2.3296, -2.2426, 0.0282], [3.6870, 1.1537, -0.6189], [3.9805, -0.4819, 0.1205], [2.8204, -0.1611, -2.8795], [3.4501, -2.8829, -1.6728], [4.7472, -2.1824, -2.9341], [-2.8184, -3.0971, 1.4931], [-1.0034, 0.2283, -2.3144], [0.6300, -0.5481, -2.5694], [-1.3791, -2.1229, -2.1844], [-0.0081, -2.5058, -1.0423], [-1.5353, -1.6205, -0.4109], [-0.1510, 2.6774, -2.9693], [2.3020, 4.0713, -2.8040], [0.7953, 4.6133, -1.7575], [2.5101, 4.8971, -1.1881], [-3.8023, 1.7679, 4.1246]],
  "homo_energy_ha": -0.22244,
  "multiplicity": 1,
  "orbital_gap_ev": 3.88,
  "relative_energy_ev": 0.000
}

---

2.
{
  "formula": "C18H20BrIN4O2PdS",
  "method": "ωB97M-V with the def2-TZVPD basis set",
  "species": ["Pd", "O", "C", "C", "C", "C", "C", "C", "C", "O", "N", "N", "C", "C", "Br", "C", "C", "C", "C", "C", "C", "C", "H", "H", "H", "H", "H", "H", "H", "H", "H", "H", "H", "H", "H", "H", "N", "C", "N", "S", "H", "H", "H", "H", "I", "C", "H", "H"],
  "xyz": [[1.8223, -1.7418, -1.0062], [-2.0063, -2.9571, 0.1875], [-2.0835, -2.7584, 1.5306], [-3.2448, -3.1228, 2.2046], [-3.3402, -2.9324, 3.5720], [-2.2790, -2.3846, 4.2823], [-1.1264, -2.0226, 3.6040], [-1.0107, -2.1980, 2.2314], [0.2338, -1.7267, 1.4975], [0.4212, -2.4634, 0.3330], [0.0634, -0.2765, 1.2807], [1.1418, 0.2949, 0.7083], [0.9968, 1.3452, 0.0081], [2.1146, 1.9389, -0.7089], [3.5475, 0.7530, -1.1156], [2.1714, 3.1780, -1.1982], [1.1826, 4.2399, -0.9469], [0.5618, 4.4109, 0.2906], [-0.3652, 5.4247, 0.4800], [-0.6799, 6.2879, -0.5589], [-0.0518, 6.1408, -1.7886], [0.8762, 5.1310, -1.9772], [-1.0183, -2.8289, -0.0057], [-4.0579, -3.5576, 1.6378], [-4.2474, -3.2201, 4.0882], [-2.3512, -2.2411, 5.3520], [-0.2934, -1.5834, 4.1415], [1.1114, -1.7986, 2.1537], [-0.8240, -0.0426, 0.8366], [0.0222, 1.8141, -0.1451], [2.9949, 3.4369, -1.8530], [0.8253, 3.7626, 1.1164], [-0.8349, 5.5459, 1.4474], [-1.4021, 7.0795, -0.4081], [-0.2843, 6.8162, -2.6016], [1.3662, 5.0185, -2.9370], [0.2881, -2.9890, -3.9146], [-0.4226, -2.2584, -3.0454], [-1.5705, -2.7607, -2.6032], [0.1203, -0.7146, -2.5646], [0.0795, -3.9569, -4.0928], [1.1851, -2.6319, -4.1937], [-1.8393, -3.7115, -2.7988], [-2.0255, -2.3204, -1.8159], [4.2629, -3.1792, -1.8011], [3.2082, -2.6570, -0.0025], [3.8644, -2.0224, 0.5874], [2.8975, -3.5604, 0.5119]],
  "homo_energy_ha": -0.29458,
  "multiplicity": 1,
  "orbital_gap_ev": 8.01,
  "relative_energy_ev": 0.332
}

---

3.
{
  "formula": "C18H20Cl4O2PdSb2",
  "method": "ωB97M-V with the def2-TZVPD basis set",
  "species": ["Pd", "C", "Sb", "C", "C", "C", "C", "C", "C", "C", "C", "C", "Sb", "C", "C", "H", "H", "H", "H", "H", "H", "H", "H", "H", "H", "H", "H", "H", "H", "H", "H", "H", "H", "H", "H", "Cl", "C", "C", "Cl", "C", "Cl", "C", "O", "C", "O", "C", "Cl"],
  "xyz": [[0.4921, 0.1235, 1.4222], [-2.2853, 3.6526, 0.0702], [-1.2219, 1.7993, 0.2625], [-0.0195, 2.1741, -1.4697], [-2.7367, 0.5029, -0.6227], [-2.5004, 0.1970, -2.0662], [-2.8709, 1.1299, -3.0341], [-2.6158, 0.9271, -4.3792], [-1.9739, -0.2344, -4.7846], [-1.6225, -1.1810, -3.8371], [-1.8809, -0.9935, -2.4789], [-1.4913, -2.0809, -1.5158], [0.2801, -1.6700, -0.3712], [1.6399, -1.6120, -2.0036], [0.6850, -3.6284, 0.3337], [-2.4661, 3.8154, -0.9912], [-1.6708, 4.4596, 0.4648], [-3.2282, 3.6232, 0.6125], [-0.6386, 2.3979, -2.3365], [0.6166, 1.3178, -1.6860], [0.6206, 3.0282, -1.2455], [-3.6995, 0.9930, -0.4703], [-2.7255, -0.3934, -0.0069], [-3.3694, 2.0400, -2.7172], [-2.9140, 1.6712, -5.1061], [-1.7626, -0.4101, -5.8311], [-1.1447, -2.1011, -4.1547], [-1.2607, -2.9935, -2.0680], [-2.2922, -2.3169, -0.8139], [1.5516, -2.5324, -2.5806], [2.6561, -1.5144, -1.6265], [1.4102, -0.7622, -2.6444], [0.6967, -4.3235, -0.5049], [-0.0760, -3.9275, 1.0520], [1.6518, -3.6235, 0.8336], [4.0761, 1.6794, 7.1591], [3.4561, 0.8879, 5.7683], [3.9471, -0.4241, 5.4379], [5.1262, -1.1479, 6.4530], [3.4813, -1.0879, 4.3410], [4.0354, -2.6575, 3.9202], [2.4845, -0.5018, 3.4883], [2.0209, -1.1014, 2.4840], [1.9862, 0.8467, 3.8226], [1.1320, 1.3961, 3.0798], [2.5138, 1.4961, 4.9922], [1.9073, 3.0602, 5.3489]],
  "homo_energy_ha": [-0.23028, -0.23026],
  "multiplicity": 1,
  "orbital_gap_ev": [4.21, 4.21]
}

---

4.
{
  "formula": "C18H20ClCoN4O3P",
  "method": "ωB97M-V with the def2-TZVPD basis set",
  "species": ["Co", "Cl", "C", "C", "C", "C", "O", "C", "C", "N", "C", "C", "C", "C", "C", "C", "C", "C", "N", "C", "C", "H", "H", "H", "H", "H", "H", "H", "H", "H", "H", "N", "C", "P", "O", "O", "C", "N", "H", "H", "H", "H", "H", "H", "H", "H", "H", "H"],
  "xyz": [[-1.4404, 0.4734, -0.1821], [0.0692, 4.8520, 5.2505], [-0.5357, 3.7258, 4.0919], [-1.7369, 3.0403, 4.3554], [-2.2421, 2.1344, 3.4618], [-1.5783, 1.8595, 2.2473], [-2.0996, 0.9782, 1.4354], [-0.3732, 2.5663, 1.9768], [0.3593, 2.4147, 0.7761], [0.0539, 1.6094, -0.2027], [0.8316, 1.5126, -1.3853], [1.9855, 2.1827, -1.6980], [2.6215, 1.9583, -2.9394], [2.1082, 1.0860, -3.8583], [0.9131, 0.3844, -3.5693], [0.2781, -0.5135, -4.4645], [-0.8851, -1.1286, -4.0977], [-1.4347, -0.8581, -2.8299], [-0.8746, -0.0273, -1.9786], [0.2911, 0.6030, -2.3290], [0.1269, 3.4992, 2.9247], [-2.2644, 3.2470, 5.2774], [-3.1778, 1.6285, 3.6582], [1.2428, 3.0408, 0.6761], [2.4258, 2.8997, -1.0189], [3.5264, 2.5062, -3.1632], [2.5921, 0.9393, -4.8151], [0.7175, -0.6928, -5.4382], [-1.3981, -1.8111, -4.7595], [-2.3489, -1.3442, -2.5119], [1.0416, 4.0369, 2.7093], [1.7475, -2.7383, -1.3068], [1.3795, -2.1474, 0.0308], [-0.3858, -2.6653, 0.3208], [-0.6088, -3.6742, -0.7451], [-1.2310, -1.4325, 0.4958], [-0.5100, -3.4047, 2.0165], [-1.7419, -2.8309, 2.6670], [1.8081, -2.0240, -2.0345], [0.9520, -3.3919, -1.5345], [2.6298, -3.2490, -1.2893], [1.4626, -1.0633, -0.0214], [2.0737, -2.5177, 0.7819], [0.3428, -3.1310, 2.6356], [-0.5923, -4.4881, 1.9794], [-1.6545, -2.7671, 3.6822], [-2.5715, -3.3909, 2.4611], [-1.8949, -1.8869, 2.2610]],
  "charge": 2,
  "homo_energy_ha": [-0.47707, -0.47746],
  "multiplicity": 2,
  "orbital_gap_ev": [6.73, 6.74],
  "relative_energy_ev": 0.052
}

---

5.
{
  "formula": "C18H20ClNO4",
  "method": "ωB97M-V with the def2-TZVPD basis set",
  "species": ["C", "C", "C", "C", "O", "C", "C", "C", "C", "O", "C", "O", "N", "C", "C", "C", "Cl", "C", "C", "C", "O", "C", "C", "C", "H", "H", "H", "H", "H", "H", "H", "H", "H", "H", "H", "H", "H", "H", "H", "H", "H", "H", "H", "H"],
  "xyz": [[-3.5457, 4.5991, -3.4860], [-3.9810, 4.9007, -2.0564], [-5.4194, 4.4640, -1.7712], [-5.5997, 2.9565, -1.5616], [-5.1708, 2.5465, -0.2760], [-3.9255, 2.0553, -0.0489], [-3.6291, 1.8119, 1.2964], [-2.4143, 1.2827, 1.6677], [-1.4603, 0.9899, 0.6995], [-0.2354, 0.5075, 1.1531], [0.4201, -0.4602, 0.4658], [0.0255, -1.0000, -0.5322], [1.5889, -0.7083, 1.1213], [2.5767, -1.6395, 0.8135], [2.5190, -2.4716, -0.2925], [3.5500, -3.3700, -0.5253], [3.4677, -4.4022, -1.9065], [4.6345, -3.4502, 0.3257], [4.6940, -2.6176, 1.4343], [3.6793, -1.7121, 1.6908], [3.6439, -0.8492, 2.7550], [4.7106, -0.8770, 3.6733], [-1.7342, 1.2358, -0.6342], [-2.9612, 1.7593, -1.0060], [-3.6152, 3.5377, -3.7107], [-2.5151, 4.9096, -3.6401], [-4.1750, 5.1346, -4.1940], [-3.9087, 5.9783, -1.8926], [-3.3044, 4.4175, -1.3491], [-5.7741, 4.9593, -0.8651], [-6.0611, 4.7744, -2.5983], [-5.1166, 2.3798, -2.3536], [-6.6699, 2.7239, -1.5788], [-4.3807, 2.0431, 2.0342], [-2.1877, 1.0942, 2.7052], [1.7633, -0.1682, 1.9588], [1.6740, -2.4142, -0.9575], [5.4291, -4.1526, 0.1338], [5.5457, -2.6908, 2.0908], [4.4711, -0.1246, 4.4231], [5.6596, -0.6201, 3.1930], [4.7977, -1.8548, 4.1565], [-1.0004, 1.0117, -1.3910], [-3.1382, 1.9312, -2.0549]],
  "smiles": "CCCCOc1ccc(OC(=O)Nc2cc(Cl)ccc2OC)cc1",
  "homo_energy_ha": -0.29829,
  "multiplicity": 1,
  "orbital_gap_ev": 8.78,
  "relative_energy_ev": 1.339
}

---

| no. | total energy (hartree) |
| --- | --- |
| 1 | -2709.93103 |
| 2 | -4465.15803 |
| 3 | -3297.44143 |
| 4 | -3326.57597 |
| 5 | -1513.82829 |